Entry 1:
Molecular formula: C42H35Br2GeN2O7Ta
Method: DFT, ωB97M-V with the def2-TZVPD basis set

XYZ file:
```
90
Properties=species:S:1:pos:R:3:lowdin_charge:R:1
Ta 0.8523 0.1850 -1.2649 1.7772
O 4.1665 0.9736 -2.5555 0.1480
C 3.0778 1.4692 -2.5486 -0.5329
O 1.9442 0.7677 -2.7811 -0.2055
C 2.8353 2.9400 -2.2602 -0.0899
C 1.4462 3.4165 -2.7079 -0.2554
C 1.3816 4.9437 -2.7100 -0.0822
C 1.3202 5.2507 -1.1947 -0.0823
C 1.3648 3.8426 -0.6037 -0.2477
O 0.6321 3.0620 -1.5671 -0.0973
C 2.7892 3.2537 -0.7270 -0.0756
C 2.8886 2.1002 0.2595 -0.5151
O 3.5425 2.1913 1.2664 0.1205
O 2.1097 1.0542 0.0105 -0.1934
H 3.6460 3.4945 -2.7302 0.1616
H 1.0590 2.9260 -3.5939 0.1160
H 0.4829 5.2824 -3.2225 0.1169
H 2.2440 5.3874 -3.2064 0.1189
H 0.3872 5.7434 -0.9238 0.1104
H 2.1464 5.8659 -0.8406 0.1201
H 0.9211 3.7365 0.3817 0.1306
H 3.5511 3.9734 -0.4394 0.1578
O -0.3542 0.1318 0.5526 -0.2272
C -0.1239 0.7265 1.8290 -0.1372
C -0.5485 2.1738 1.8569 -0.2565
C -0.1041 3.0046 2.8827 -0.0095
C -0.5047 4.3271 2.8786 -0.0570
C -1.3325 4.7768 1.8566 -0.0654
C -1.7171 3.8747 0.8809 -0.1297
N -1.3340 2.5975 0.8748 0.1286
H -1.3344 0.1757 0.2789 0.0548
H 0.9415 0.6369 2.0359 0.1055
H -0.6570 0.1469 2.5858 0.1373
H 0.5574 2.6174 3.6478 0.1244
H -0.1707 5.0035 3.6547 0.1104
H -1.6679 5.8040 1.8155 0.1044
H -2.3559 4.1815 0.0593 0.1154
Br -1.0134 1.2284 -4.9616 0.8387
C -2.3912 1.2269 -3.6776 -0.5869
C -3.6843 1.6407 -4.0544 -0.1636
C -4.7122 1.6011 -3.1636 -0.6235
Br -6.4324 2.1607 -3.7266 0.7803
C -4.5100 1.1433 -1.8344 -0.1803
C -5.5189 1.0439 -0.8506 -0.0243
C -5.2053 0.5755 0.3923 -0.0331
C -3.8724 0.2227 0.6705 -0.1053
N -2.9098 0.3151 -0.2101 0.1009
C -3.2085 0.7494 -1.4623 -0.1194
C -2.1265 0.7829 -2.4062 -0.3472
O -0.9695 0.3469 -1.9867 -0.2586
H -3.8504 1.9801 -5.0670 0.0975
H -6.5308 1.3337 -1.0980 0.0804
H -5.9572 0.4791 1.1628 0.1087
H -3.5978 -0.1465 1.6533 0.1246
C 1.1712 -1.6890 -1.2494 -0.4198
Ge 1.0124 -2.8716 0.2693 0.9097
C 2.0435 -4.5005 -0.0520 -0.2741
C 3.0744 -4.8962 0.7961 -0.1021
C 3.7845 -6.0664 0.5544 -0.0913
C 3.4693 -6.8553 -0.5412 -0.0973
C 2.4419 -6.4735 -1.3946 -0.0922
C 1.7359 -5.3054 -1.1489 -0.1106
C -0.8553 -3.4299 0.4979 -0.2660
C -1.1978 -4.4582 1.3780 -0.1162
C -2.5190 -4.8514 1.5383 -0.0907
C -3.5233 -4.2228 0.8122 -0.0956
C -3.1973 -3.2091 -0.0767 -0.0961
C -1.8718 -2.8207 -0.2332 -0.1132
C 1.6318 -2.0515 1.9333 -0.2912
C 2.8069 -1.3008 1.9451 -0.1209
C 3.2380 -0.6670 3.1030 -0.0821
C 2.5038 -0.7906 4.2746 -0.0910
C 1.3403 -1.5492 4.2846 -0.0960
C 0.9082 -2.1708 3.1202 -0.1177
H 1.5893 -2.1855 -2.1276 -0.0050
H 3.3307 -4.2859 1.6553 0.0934
H 4.5850 -6.3596 1.2223 0.0997
H 4.0220 -7.7666 -0.7316 0.0987
H 2.1913 -7.0873 -2.2508 0.0996
H 0.9315 -5.0211 -1.8200 0.1027
H -0.4232 -4.9725 1.9384 0.1048
H -2.7655 -5.6522 2.2245 0.0999
H -4.5543 -4.5315 0.9324 0.0984
H -3.9745 -2.7222 -0.6551 0.0993
H -1.6217 -2.0315 -0.9342 0.0723
H 3.3770 -1.1776 1.0311 0.1080
H 4.1315 -0.0577 3.0804 0.1048
H 2.8387 -0.2968 5.1785 0.0998
H 0.7668 -1.6534 5.1980 0.0997
H -0.0141 -2.7407 3.1371 0.0906
```

ΔE to the lowest compared entry with this formula, charge and spin ... 4.1 kcal/mol
Energy ... -9539.80394 Ha
Spin multiplicity ... 1
Highest occupied orbital energy ... -7.7 eV
HOMO-LUMO gap ... 0.2667 hartree

---

Entry 2:
Molecular formula: C42H35ClN6O5SW
Method: DFT, ωB97M-V with the def2-TZVPD basis set

XYZ file:
```
91
Properties=species:S:1:pos:R:3:lowdin_charge:R:1
W -1.2950 -0.2239 0.0094 1.6204
Cl -0.4978 -1.1663 -6.2893 0.6868
C 0.2640 -0.6644 -4.8119 -0.6563
C 0.7113 0.6385 -4.6781 -0.1016
C 1.3185 1.0554 -3.5050 0.0107
C 1.4563 0.1685 -2.4497 -0.2285
O -0.8551 0.6974 -1.3760 -0.3959
C 0.9864 -1.1410 -2.5854 -0.1356
C 1.0964 -2.0329 -1.4180 -0.0215
N 0.5316 -1.7787 -0.3068 0.0776
C 0.9561 -2.4733 0.8750 -0.1597
C 1.9908 -3.3941 1.0010 -0.0117
C 2.4065 -3.7443 2.2792 -0.0574
C 1.8800 -3.1328 3.4161 0.0027
C 0.8588 -2.1981 3.3080 -0.0733
C 0.4138 -1.2552 4.4047 -0.1358
C -2.0718 -1.5514 4.7665 0.0338
C -2.3328 -0.8701 3.6565 0.0205
N -0.7631 -1.1812 1.8245 -0.2336
C 0.3709 -1.9916 2.0290 -0.1167
C 0.4163 -1.5679 -3.7753 -0.0405
H 0.5844 1.3321 -5.4984 0.1130
H 1.6406 2.0805 -3.4053 0.1151
H 1.7589 -2.8937 -1.5068 0.1398
H 2.5066 -3.8110 0.1473 0.1029
H 3.2103 -4.4606 2.3883 0.1066
H 2.2928 -3.3528 4.3925 0.1263
H 1.2954 -1.0635 5.0180 0.1630
H -2.8796 -2.0239 5.3158 0.1231
H -3.3344 -0.8120 3.2473 0.1096
H 0.0517 -2.5825 -3.8753 0.1200
O -0.5571 -3.1824 5.6483 -0.0120
C -0.6933 -1.7760 5.3673 -0.4458
C -0.5313 -1.0723 6.6745 -0.0527
C -0.1375 0.2100 6.8515 -0.1230
C 0.0792 1.2848 5.9160 -0.1248
C -0.0814 1.2066 4.5532 -0.0996
C -0.0352 0.0363 3.7768 -0.1952
C -1.1929 -0.2450 2.8824 -0.4095
O -1.7813 -1.8375 1.1472 -0.2078
N -1.6988 0.8262 1.9661 -0.0545
N -0.7855 1.5363 1.2786 -0.0800
C 0.4787 1.1750 1.1019 -0.1302
C 1.2972 2.1282 0.3097 -0.1143
C 1.3468 3.4515 0.7444 -0.0109
C 2.1784 4.3776 0.1376 -0.0699
C 2.9924 3.9860 -0.9137 -0.0672
C 2.9456 2.6797 -1.3743 -0.0173
C 2.0812 1.7703 -0.7862 -0.2046
O 2.0326 0.4627 -1.2412 0.0338
H -0.7924 -3.6669 4.8484 0.0922
H -0.7187 -1.6898 7.5447 0.1031
H -0.0446 0.5077 7.8927 0.0917
H 0.2192 2.2647 6.3576 0.0734
H -0.2758 2.1415 4.0211 0.0955
H 0.9729 0.4458 1.7441 0.1249
H 0.7332 3.7374 1.5890 0.1176
H 2.2057 5.3963 0.5001 0.1061
H 3.6691 4.6935 -1.3743 0.1072
H 3.5797 2.3498 -2.1866 0.1261
C -2.3645 2.1779 -4.3962 -0.0590
C -3.7804 2.0281 -3.8614 -0.1864
N -3.7910 1.8680 -2.4031 -0.0973
C -3.9658 3.0892 -1.6125 -0.2320
C -5.4252 3.3680 -1.2968 -0.0682
C -3.5548 0.6791 -1.8729 -0.6565
S -3.5961 0.4970 -0.1282 0.7975
N -3.3593 -0.3406 -2.7159 0.1370
C -2.7522 -1.4533 -2.3710 -0.4058
O -1.9983 -1.6191 -1.3622 -0.1821
C -2.8796 -2.6296 -3.2701 -0.1437
C -2.4241 -3.8712 -2.8299 -0.0226
C -2.5065 -4.9728 -3.6645 -0.0706
C -3.0320 -4.8377 -4.9441 -0.0763
C -3.4856 -3.6022 -5.3836 -0.0768
C -3.4132 -2.4989 -4.5476 -0.0370
H -2.3829 2.3302 -5.4761 0.0824
H -1.7832 1.2810 -4.1788 0.0487
H -1.8617 3.0329 -3.9408 0.0828
H -4.2669 1.1589 -4.2985 0.1130
H -4.3845 2.9076 -4.0859 0.1191
H -3.5306 3.8988 -2.2004 0.1225
H -3.3848 2.9946 -0.6983 0.0895
H -6.0253 3.4369 -2.2055 0.0752
H -5.5188 4.3101 -0.7566 0.0808
H -5.8353 2.5752 -0.6706 0.0682
H -2.0185 -3.9603 -1.8307 0.1201
H -2.1627 -5.9395 -3.3203 0.1050
H -3.0880 -5.6993 -5.5969 0.1044
H -3.8898 -3.4949 -6.3816 0.1058
H -3.7484 -1.5271 -4.8812 0.1061
```

ΔE to the lowest compared entry with this formula, charge and spin ... 178.7 kcal/mol
Energy ... -3251.57319 Ha
Spin multiplicity ... 1
Highest occupied orbital energy (spin up / spin down) ... -5.4 / -5.4 eV
HOMO-LUMO gap (spin up / spin down) ... 0.1545 / 0.1544 hartree

---

Entry 3:
Molecular formula: C42H35N7O14
Method: DFT, ωB97M-V with the def2-TZVPD basis set

XYZ file:
```
98
Properties=species:S:1:pos:R:3:lowdin_charge:R:1
C -1.7795 -0.1991 -0.1053 -0.1188
C -1.0046 -0.6899 0.9449 -0.0222
C -0.0265 0.1608 1.5171 0.0618
C 0.3842 1.3438 0.9597 -0.0950
C -0.3158 1.6687 -0.2269 0.0628
C -1.3965 0.9288 -0.7599 -0.0449
N 1.4842 2.1431 1.4337 -0.4130
O 1.9078 2.0145 2.5300 0.0305
O 1.9534 2.9155 0.7292 0.0479
H -2.6133 -0.5934 -0.6672 0.0312
H -1.2446 -1.6266 1.4258 0.0327
H 0.4598 -0.2064 2.4088 0.1324
H -0.1762 2.5875 -0.7771 0.1076
H -1.9884 1.2813 -1.5916 0.0443
C -5.9574 -4.4036 1.2264 -0.0393
C -5.5433 -3.6993 2.3914 -0.0411
C -4.2613 -3.3368 2.7067 -0.0530
C -3.2965 -3.7761 1.8679 -0.1427
C -3.6293 -4.4147 0.6739 0.0106
C -4.9603 -4.7422 0.4009 -0.0693
N -1.9620 -3.1739 2.0148 -0.2299
O -1.6057 -2.7202 3.1030 0.1098
O -1.3184 -2.9371 0.9823 -0.1180
H -7.0044 -4.5580 1.0108 0.1162
H -6.3731 -3.3726 3.0006 0.1099
H -4.0630 -2.7232 3.5730 0.1306
H -3.0674 -4.4229 -0.2483 0.0702
H -5.1391 -5.1430 -0.5859 0.1209
C 3.9741 3.4711 3.6793 -0.0310
C 5.3616 3.6799 3.6169 -0.0533
C 6.1254 3.7846 2.4014 0.0141
C 5.3895 3.7341 1.2007 -0.0930
C 3.9486 3.5964 1.2714 0.0094
C 3.3426 3.3515 2.4716 -0.1549
N 6.0087 3.8841 -0.1228 -0.3724
O 5.2713 3.7317 -1.0564 0.0848
O 7.1920 4.1316 -0.1887 0.0814
H 3.4120 3.3737 4.5963 0.1155
H 5.9898 3.4825 4.4730 0.0924
H 7.1998 3.8939 2.4183 0.1074
H 3.3579 3.7212 0.3759 0.1175
H 2.2690 3.3540 2.5888 0.0899
C 3.3562 0.9089 0.9896 -0.0951
C 3.4695 0.6665 -0.3224 -0.1016
C 4.4585 -0.2266 -0.7757 -0.0268
C 5.4325 -0.8402 0.0582 -0.1425
C 5.2560 -0.6669 1.4126 0.0307
C 4.1878 0.1869 1.8591 0.0269
N 6.5607 -1.5334 -0.5510 -0.3532
O 7.2314 -2.0646 0.2991 0.0829
O 6.6743 -1.6218 -1.7594 0.0972
H 2.7456 1.7060 1.3874 -0.0202
H 2.7172 1.0265 -1.0086 0.1080
H 4.5010 -0.3754 -1.8446 0.1325
H 6.0108 -1.0388 2.0897 0.1156
H 4.0741 0.3060 2.9264 0.1109
C 2.1508 -1.6721 -0.4369 -0.0197
C 1.4609 -2.7133 0.2565 0.0141
C 0.1843 -2.9562 -0.1415 -0.0987
C -0.4960 -2.2149 -1.0902 -0.1412
C 0.2042 -1.2883 -1.8030 0.0371
C 1.5573 -0.9862 -1.4813 -0.0233
N -1.8873 -2.5664 -1.4351 -0.1739
O -2.2624 -3.7207 -1.4553 0.0996
O -2.5608 -1.5769 -1.8048 -0.0781
H 3.1322 -1.2409 -0.3053 0.0422
H 1.8600 -3.2323 1.1154 0.1205
H -0.2576 -3.7737 0.4088 0.1287
H -0.3268 -0.6563 -2.4994 0.1086
H 2.0572 -0.1622 -1.9688 0.0973
C -4.2210 0.5414 2.2837 -0.0203
C -4.5816 1.5412 1.4109 -0.0676
C -4.6586 1.2383 0.0594 0.0227
C -4.3401 -0.0460 -0.4855 -0.1290
C -3.9509 -1.0737 0.4365 -0.0037
C -3.7816 -0.7223 1.7771 -0.0496
N -4.5525 -0.3675 -1.8893 -0.2849
O -4.1478 -1.4178 -2.3994 0.0628
O -5.2860 0.4798 -2.4449 0.0050
H -4.1851 0.9725 3.2733 0.1101
H -4.5904 2.5323 1.8401 0.1127
H -4.9464 2.0704 -0.5661 0.1165
H -3.7315 -2.0600 0.0550 0.1143
H -3.1250 -1.2721 2.4353 0.0779
C -2.9028 1.5479 -3.1197 -0.1070
C -1.9117 2.4519 -2.7721 -0.1471
C -0.8096 2.4618 -3.5463 -0.0171
C -0.5503 1.3971 -4.4021 -0.1298
C -1.4956 0.4415 -4.6184 -0.0136
C -2.7758 0.6063 -4.1129 -0.0177
N 0.8198 1.2939 -5.0620 -0.2945
O 1.0046 0.2066 -5.5668 0.0843
O 1.4529 2.3986 -5.1222 0.0540
H -3.7874 1.7884 -2.5487 0.0978
H -2.0454 3.2684 -2.0780 0.1408
H -0.0760 3.2056 -3.2722 0.1265
H -1.1226 -0.4793 -5.0418 0.1269
H -3.4981 -0.1730 -4.3062 0.1112
```

ΔE to the lowest compared entry with this formula, charge and spin ... 593.7 kcal/mol
Energy ... -3056.54237 Ha
Spin multiplicity ... 1
Highest occupied orbital energy ... -8.7 eV
HOMO-LUMO gap ... 0.2526 hartree